{
  "formula": "C21H37N3O4",
  "method": "ωB97M-V with the def2-TZVPD basis set",
  "species": ["C", "C", "C", "C", "C", "N", "O", "C", "O", "O", "C", "C", "C", "C", "C", "C", "O", "C", "H", "H", "H", "H", "H", "H", "H", "H", "H", "H", "H", "H", "H", "H", "H", "H", "H", "H", "H", "H", "H", "H", "H", "C", "C", "C", "C", "N", "H", "H", "H", "H", "H", "H", "H", "C", "C", "C", "C", "N", "H", "H", "H", "H", "H", "H", "H"],
  "positions_angstrom": [[1.7501, -0.9896, 3.3782], [2.3788, 0.3770, 3.7206], [1.7374, 1.6288, 3.0808], [2.6036, 2.2635, 1.9833], [2.2280, 1.7548, 0.5965], [2.1858, 0.5276, 0.2285], [1.6042, 2.6181, 4.1889], [0.5137, 2.2481, 4.8883], [0.2081, 2.6028, 6.0424], [-0.2556, 1.4110, 4.1191], [0.2507, 1.4890, 2.7799], [-0.4104, 2.6681, 2.0524], [-1.5865, 2.1867, 1.2184], [-2.7047, 1.5303, 2.0394], [-3.2561, 0.2832, 1.3572], [-2.3968, -0.9560, 1.5885], [-1.5622, -1.1492, 0.4577], [-0.4012, -1.9330, 0.6770], [2.4507, -1.6391, 2.8621], [1.4612, -1.5041, 4.2922], [0.8489, -0.9088, 2.7792], [3.4185, 0.3569, 3.3996], [2.4125, 0.5133, 4.7971], [3.6450, 2.0058, 2.1524], [2.4950, 3.3433, 2.0327], [1.9282, 2.5063, -0.1319], [2.4809, -0.0781, 0.9951], [0.0596, 0.5985, 2.1881], [0.2739, 3.1973, 1.3983], [-0.7638, 3.3813, 2.7965], [-1.2421, 1.4972, 0.4458], [-1.9886, 3.0534, 0.6901], [-3.5228, 2.2348, 2.1880], [-2.3467, 1.2675, 3.0326], [-3.2883, 0.4370, 0.2804], [-4.2740, 0.0955, 1.6965], [-1.7756, -0.8254, 2.4797], [-3.0160, -1.8429, 1.7435], [-0.3265, -2.6906, -0.0999], [0.4893, -1.3058, 0.6091], [-0.4306, -2.4339, 1.6431], [3.9931, -0.3990, -2.9440], [3.1831, -1.2322, -3.9311], [1.7899, -1.5869, -3.3975], [1.8474, -2.4124, -2.1910], [1.8945, -3.0570, -1.2428], [4.1625, -0.9478, -2.0167], [4.9659, -0.1286, -3.3551], [3.4629, 0.5209, -2.6920], [3.7251, -2.1461, -4.1794], [3.0481, -0.6791, -4.8612], [1.2201, -2.1164, -4.1571], [1.2368, -0.6763, -3.1652], [-3.6667, -2.4979, -4.0187], [-3.3532, -1.1056, -3.4830], [-2.8396, -0.1536, -4.5678], [-1.5752, -0.6052, -5.1453], [-0.5924, -0.9771, -5.6050], [-2.7738, -2.9779, -4.4223], [-4.0543, -3.1343, -3.2240], [-4.4156, -2.4565, -4.8122], [-2.6211, -1.1693, -2.6804], [-4.2519, -0.6655, -3.0491], [-2.6891, 0.8450, -4.1548], [-3.5720, -0.0620, -5.3717]],
  "forces_ev_per_a": [[0.0, 0.1, 0.4], [0.1, -0.4, -0.6], [0.0, 0.7, 0.6], [-0.5, -0.3, -0.2], [-0.2, -1.0, 0.0], [0.1, 1.3, 0.2], [0.1, -0.3, 0.2], [-1.3, 0.8, 3.0], [1.2, -1.2, -4.1], [0.1, 0.1, 0.6], [0.5, 0.6, -0.6], [-0.2, -0.2, 0.1], [-0.2, 0.3, 0.0], [-0.1, 0.0, -0.3], [0.0, -0.2, 0.2], [0.1, 0.0, -0.2], [0.0, 0.2, -0.1], [-0.2, -0.1, -0.2], [0.0, -0.1, -0.2], [0.0, 0.0, 0.0], [0.2, -0.1, 0.0], [0.1, 0.0, 0.1], [-0.1, 0.1, 0.1], [0.2, 0.2, 0.1], [0.0, 0.1, 0.0], [0.1, 0.0, -0.1], [0.0, -0.2, 0.0], [-0.3, -0.2, 0.5], [0.3, 0.1, 0.0], [0.1, 0.1, 0.1], [0.2, -0.1, 0.0], [-0.1, 0.0, -0.1], [0.0, 0.2, 0.0], [0.0, 0.0, 0.1], [-0.2, 0.0, -0.2], [-0.1, -0.1, 0.0], [0.0, 0.0, 0.2], [-0.1, -0.1, 0.0], [0.0, 0.0, 0.0], [0.0, 0.0, 0.0], [0.0, -0.1, 0.1], [0.0, 0.0, 0.0], [0.1, 0.1, 0.1], [0.2, 0.0, -0.1], [0.0, 0.1, -0.1], [0.1, -0.1, 0.1], [0.0, 0.0, 0.0], [0.0, 0.0, 0.0], [0.0, 0.0, 0.0], [0.0, 0.0, 0.0], [0.0, 0.0, 0.0], [-0.1, -0.1, 0.0], [0.0, 0.0, 0.1], [0.0, 0.0, 0.0], [-0.1, -0.2, 0.0], [-0.1, 0.1, 0.2], [-0.1, 0.0, -0.1], [0.1, 0.0, 0.0], [0.0, 0.0, 0.0], [0.0, 0.0, 0.0], [0.0, 0.0, 0.0], [0.1, 0.0, 0.1], [0.0, 0.0, 0.0], [0.0, 0.0, 0.0], [0.0, 0.0, 0.0]],
  "total_energy_ha": -1287.5561,
  "max_force_ev_per_a": 4.39,
  "orbital_gap_ev": 10.07,
  "e_lumo_ev": 0.49,
  "homo_energy_ev": -9.58
}

{
  "formula": "C6H43NO14",
  "method": "ωB97M-V with the def2-TZVPD basis set",
  "species": ["C", "N", "C", "C", "C", "C", "C", "H", "H", "H", "H", "H", "H", "H", "H", "H", "H", "H", "H", "H", "H", "H", "H", "H", "O", "H", "H", "O", "H", "H", "O", "H", "H", "O", "H", "H", "O", "H", "H", "O", "H", "H", "O", "H", "H", "O", "H", "H", "O", "H", "H", "O", "H", "H", "O", "H", "H", "O", "H", "H", "O", "H", "H", "O"],
  "positions_angstrom": [[0.5112, 0.2200, 0.4652], [0.7936, -0.7660, -0.6067], [-0.3378, -0.8906, -1.5242], [-0.3028, -2.2258, -2.3010], [-1.4070, -3.1669, -1.8320], [1.7071, 0.3107, 1.4121], [1.5878, -0.6419, 2.6039], [0.3857, 1.2252, 0.0229], [-0.4171, 0.0210, 0.9824], [1.0559, -1.6863, -0.2132], [-0.2045, -0.0713, -2.2367], [-1.2861, -0.7614, -1.0538], [0.7030, -2.7253, -2.1536], [-0.3760, -2.0747, -3.3887], [-1.3457, -4.1305, -2.3377], [-1.4084, -3.3382, -0.7964], [-2.4125, -2.8130, -2.0853], [1.8489, 1.3328, 1.7207], [2.6251, 0.0800, 0.8836], [2.5488, -0.7260, 3.1719], [1.3337, -1.6172, 2.3113], [0.8220, -0.3466, 3.2911], [1.7250, 3.9784, 1.0792], [1.2436, 3.1030, -0.0883], [1.0082, 3.4307, 0.8810], [3.9433, -1.3247, -0.0521], [5.2162, -1.1293, -0.8969], [4.5430, -0.6761, -0.3786], [-1.5719, 2.2139, -1.1885], [-1.4763, 2.7457, -2.6343], [-1.2219, 1.9824, -2.1193], [-0.1003, -2.9949, 1.1461], [0.3453, -4.1600, 0.1443], [0.6762, -3.5366, 0.8271], [-0.3749, 4.4957, -1.3233], [-0.4896, 4.0388, 0.1060], [-1.0232, 4.2693, -0.6901], [3.4956, -2.7435, 1.6315], [2.3057, -3.0182, 0.7005], [3.2542, -2.7708, 0.6954], [2.1031, 0.0963, -1.7284], [3.6061, 0.3095, -1.4260], [2.8755, 0.6579, -1.9867], [-1.1823, -0.7414, 2.7820], [-2.3382, -0.0306, 2.1998], [-1.7061, 0.0313, 2.9450], [-3.2272, -0.0793, -1.6519], [-2.4410, 0.8500, -2.5232], [-3.2043, 0.2064, -2.5252], [-3.0052, 0.6650, 0.4998], [-4.1527, -0.1669, 1.0720], [-3.2391, -0.2446, 0.7653], [-2.9723, 3.0728, 0.0491], [-1.8790, 2.4507, 1.0457], [-2.4997, 2.2437, 0.2154], [-1.0918, 1.7186, 2.6837], [-0.1985, 2.7482, 1.9891], [-1.0832, 2.5798, 2.3353], [-2.2062, -2.8453, 1.9014], [-2.1174, -1.6512, 0.9683], [-1.5767, -2.2570, 1.5061], [0.3577, 2.4181, -1.8763], [1.9793, 2.0802, -1.7767], [1.2763, 2.7764, -1.6392]],
  "forces_ev_per_a": [[1.2, 0.3, -0.9], [-0.3, -0.2, 0.8], [1.7, -0.3, -1.5], [0.6, -0.4, 0.3], [-0.4, -0.2, -1.8], [-0.2, -0.6, 0.4], [1.4, 1.0, 0.5], [0.0, -0.7, -0.2], [-0.2, -0.3, 0.3], [-0.4, 0.9, -0.2], [-0.4, -0.1, 0.1], [-0.8, 0.1, 0.6], [-0.9, 0.6, -0.1], [-0.1, 0.1, 0.4], [0.2, -0.2, 0.0], [0.2, -0.2, 1.5], [0.2, 0.3, 0.0], [-0.1, 0.3, 0.4], [0.0, -0.1, -0.3], [-0.7, 0.2, -0.4], [-0.3, -1.4, -0.6], [-0.4, 0.5, 0.5], [1.7, 1.5, 0.8], [-0.5, 0.3, 0.9], [-0.8, -1.6, -1.8], [-0.9, -1.6, 0.5], [-0.2, -0.1, 0.1], [1.5, 1.6, -0.6], [0.3, -0.3, -1.0], [-0.2, 0.4, -0.3], [-0.3, 0.1, 0.9], [0.5, -0.7, -0.6], [0.2, 0.7, 0.7], [-0.7, -0.4, -0.2], [1.2, 0.5, -1.1], [-0.2, 0.4, -0.6], [-1.1, 0.0, 1.5], [0.0, 0.0, -0.2], [0.2, -0.1, 0.0], [0.0, -0.1, 0.3], [0.5, 0.0, 0.2], [-0.4, 0.1, -0.2], [-0.4, -0.1, -0.1], [0.6, -0.7, 0.2], [0.1, 0.2, 0.5], [-0.6, 0.8, 0.3], [-0.3, -0.9, 2.4], [-0.8, -0.8, -0.1], [0.7, 1.4, -2.4], [0.1, 0.7, -0.4], [0.1, -0.2, -0.1], [-0.7, -0.4, -0.1], [0.1, -0.2, 0.0], [-0.9, -0.3, -0.7], [0.5, 0.2, 1.1], [-0.1, -2.4, 1.1], [0.6, 0.2, -0.1], [-0.3, 2.3, -0.9], [-0.5, -0.6, 0.4], [0.0, 0.0, -0.1], [0.4, 0.1, -0.3], [1.5, 0.1, 0.2], [-0.4, 0.1, -0.2], [-0.5, -0.2, 0.1]],
  "total_energy_ha": -1362.5570,
  "max_force_ev_per_a": 2.86,
  "orbital_gap_ev": 9.01,
  "e_lumo_ev": 0.01,
  "homo_energy_ev": -8.99
}

{
  "formula": "C2H7N3S",
  "method": "ωB97M-V with the def2-TZVPD basis set",
  "species": ["C", "C", "H", "H", "H", "H", "H", "H", "H", "N", "N", "N", "S"],
  "positions_angstrom": [[-1.1853, 0.1672, 2.2659], [-0.3775, -0.4586, -1.4086], [-1.0372, -0.8682, 2.6102], [-2.1617, 0.3116, 1.8923], [-1.0063, 0.8057, 3.0992], [-1.0222, -0.9829, -2.1302], [1.0987, -0.5509, -2.8024], [1.9859, -0.2269, -0.2748], [1.7892, 1.3143, -0.9294], [-0.8992, -0.2565, -0.2504], [0.8660, -0.1069, -1.9319], [1.9159, 0.3205, -1.1462], [0.0337, 0.5316, 1.0062]],
  "forces_ev_per_a": [[1.2, -1.1, 0.3], [0.0, 0.2, 0.4], [-0.3, 0.3, -0.2], [-1.0, 0.2, -0.5], [0.1, 0.6, 0.7], [0.3, 0.3, 0.2], [0.3, 0.0, 0.0], [0.0, 0.5, -0.8], [0.2, -0.6, 0.0], [1.2, 0.0, -0.6], [-1.8, -0.6, 0.1], [0.7, 0.4, 0.7], [-0.9, -0.2, -0.3]],
  "total_energy_ha": -642.7981,
  "max_force_ev_per_a": 1.85,
  "orbital_gap_ev": 8.87,
  "e_lumo_ev": 0.95,
  "homo_energy_ev": -7.92
}